Density functional theory data (ωB97M-V/def2-TZVPD) for a 12-piece molecular cluster, C72H180N12O24 overall at a distorted geometry.

Last column: Löwdin charge in e.
Cartesian coordinates (Å):
H 39.937 26.780 2.025  0.089
C 31.282 13.151 -13.876  -0.128
H 24.813 25.000 -12.366  0.078
C 25.224 14.248 1.908  -0.246
C 34.159 25.533 6.029  -0.160
N 25.969 14.878 0.800  -0.044
H 22.509 27.998 3.136  0.101
O 29.869 19.631 -14.053  -0.209
O 39.795 28.526 3.277  -0.165
H 26.953 14.649 0.766  0.107
H 23.809 27.488 4.022  0.121
O 31.155 32.317 5.857  -0.217
C 37.060 31.357 0.822  -0.159
H 38.168 35.372 4.213  0.086
H 30.322 13.738 -10.341  0.125
H 24.242 14.642 2.167  0.133
H 17.808 25.613 -6.385  0.104
H 25.050 22.587 -10.871  0.109
C 21.316 17.322 -3.020  -0.208
N 28.412 14.419 -10.706  -0.054
H 38.094 36.359 5.594  0.077
C 19.993 26.178 -7.685  -0.208
H 30.849 25.993 -11.131  0.083
H 29.915 28.700 -0.827  0.078
H 36.448 30.539 0.442  0.120
H 19.905 27.743 -6.221  0.122
C 24.492 24.286 -13.124  -0.057
H 20.613 26.535 -8.507  0.109
C 20.043 26.660 3.909  -0.182
C 29.385 13.307 -10.695  -0.230
H 31.936 12.307 -13.656  0.084
H 28.076 20.609 -14.028  0.079
H 19.315 12.934 -0.806  0.119
H 25.282 11.583 4.868  0.085
H 24.257 29.636 2.224  0.079
H 31.621 25.295 -0.506  0.126
C 20.413 26.791 -6.375  -0.200
C 34.243 25.743 12.365  -0.220
H 30.445 21.932 -13.249  0.114
O 25.136 22.958 -12.944  -0.205
H 35.431 32.964 -0.472  0.083
H 28.614 19.833 -15.631  0.090
H 36.680 33.526 -1.663  0.081
H 41.699 29.051 2.702  0.114
C 40.071 27.180 3.030  -0.130
H 32.321 37.845 -2.136  0.082
H 13.417 25.996 -7.488  0.079
H 33.984 28.077 13.641  0.083
H 35.139 33.998 7.161  0.116
O 27.566 17.196 -8.646  -0.214
H 26.130 16.580 2.002  0.121
H 25.163 21.223 -11.868  0.107
H 20.026 24.511 -4.102  0.096
H 29.412 31.274 6.247  0.085
C 17.585 25.663 -7.450  -0.184
H 27.773 24.421 -2.519  0.109
H 18.126 15.953 1.209  0.088
C 19.943 15.065 -1.223  -0.226
H 29.017 26.358 -1.261  0.116
H 24.931 24.749 -14.008  0.080
H 32.980 37.195 -5.669  0.116
H 29.640 17.346 -9.278  0.080
H 24.945 29.744 0.650  0.079
H 28.941 12.580 -12.676  0.127
H 27.526 21.821 -4.429  0.085
C 26.800 22.629 -4.343  -0.117
H 39.509 26.620 3.778  0.088
H 16.072 26.181 -8.779  0.109
O 37.411 32.109 -0.370  -0.246
H 13.921 24.989 -8.929  0.085
H 30.793 32.732 -7.641  0.109
H 36.933 25.431 8.955  0.118
H 22.906 21.345 -11.093  0.093
H 26.367 18.111 0.125  0.110
H 23.372 17.607 -16.079  0.080
O 30.653 13.729 -12.760  -0.180
H 21.135 25.512 6.721  0.079
H 30.273 11.904 -11.862  0.118
H 20.240 24.758 5.534  0.082
H 17.031 15.386 -0.073  0.086
H 21.081 25.757 2.130  0.107
O 36.475 35.014 5.404  -0.182
C 40.693 29.470 2.716  -0.226
H 39.056 31.970 1.560  0.110
H 18.111 14.013 -1.460  0.115
H 29.612 25.454 -4.777  0.119
H 29.247 25.134 -11.472  0.084
H 36.197 26.589 6.938  0.117
C 35.405 35.763 5.988  -0.200
N 18.609 26.578 -8.034  -0.067
O 18.613 14.200 0.606  -0.198
C 36.287 32.688 -1.088  -0.085
H 41.083 26.851 3.263  0.080
C 20.252 25.685 6.106  -0.108
H 31.211 29.417 -0.015  0.088
C 25.175 12.766 1.776  -0.275
H 22.248 17.756 -3.381  0.114
H 28.863 15.202 -11.157  0.106
H 28.246 31.024 -7.248  0.082
H 35.584 27.551 8.073  0.122
C 31.066 24.053 -14.907  -0.187
O 30.194 31.321 -6.396  -0.225
H 24.846 13.289 4.552  0.079
C 31.738 33.143 -5.728  -0.145
H 34.459 26.182 5.207  0.081
H 29.333 24.404 -13.685  0.121
H 31.008 38.577 -3.083  0.080
C 30.862 26.065 -0.367  -0.186
H 26.279 22.632 -3.385  0.085
H 27.979 18.922 -14.313  0.080
N 35.309 26.047 10.173  -0.056
H 40.749 30.436 3.219  0.120
O 20.102 26.161 -5.093  -0.209
H 32.201 22.071 -13.792  0.121
H 41.053 28.964 0.710  0.113
H 29.614 30.940 -8.373  0.077
H 29.407 32.592 5.065  0.087
H 35.400 24.652 8.569  0.119
H 32.598 34.349 7.234  0.112
H 22.387 22.647 -12.104  0.104
H 30.482 24.504 -10.440  0.081
H 18.236 27.389 -7.561  0.093
H 31.499 32.928 -4.687  0.101
O 31.449 27.393 -0.421  -0.177
C 30.661 28.477 -0.064  -0.133
C 34.747 25.029 11.054  -0.187
C 30.978 20.371 -14.646  -0.171
H 23.892 20.380 -13.317  0.102
C 21.508 15.775 -2.958  -0.208
H 28.925 23.387 -3.182  0.120
H 25.737 14.504 2.835  0.095
H 26.182 12.399 1.575  0.121
C 28.293 24.231 -3.458  -0.210
O 21.084 17.723 -1.699  -0.200
C 24.712 22.215 -11.839  -0.205
H 15.602 26.862 -7.290  0.113
H 31.389 34.044 4.620  0.124
H 33.815 24.618 10.667  0.108
H 32.717 38.740 -3.618  0.079
C 29.227 25.425 -3.758  -0.202
N 30.239 25.572 -2.754  -0.095
O 33.301 26.752 12.182  -0.185
H 29.067 18.787 0.248  0.083
H 33.127 25.243 5.833  0.094
H 13.219 24.280 -7.424  0.081
H 34.942 24.784 6.148  0.086
H 20.184 14.083 -3.043  0.109
O 23.357 19.722 -15.755  -0.206
H 29.133 14.793 -8.836  0.104
H 24.407 25.819 1.937  0.115
N 30.627 22.642 -15.139  -0.068
C 13.852 25.062 -7.844  -0.055
N 39.219 29.993 0.695  -0.062
C 22.165 20.961 -14.181  -0.209
H 30.300 25.899 0.552  0.120
H 20.265 25.123 -7.721  0.111
C 30.471 32.696 -6.600  -0.214
H 30.516 25.803 -13.706  0.123
H 30.239 30.923 4.742  0.086
C 21.707 18.937 -1.271  -0.097
N 20.323 14.990 -2.620  -0.049
H 30.826 26.387 -2.857  0.111
C 16.051 25.963 -7.711  -0.252
C 23.138 21.860 -12.025  -0.182
H 22.317 21.948 -14.620  0.113
H 35.058 26.314 12.810  0.117
C 34.539 34.881 6.941  -0.214
O 24.884 27.763 1.443  -0.195
C 31.982 38.090 -3.142  -0.121
H 32.561 32.454 -5.919  0.106
H 28.799 26.427 -3.748  0.111
H 29.442 24.627 -1.263  0.114
H 19.918 27.665 3.506  0.109
H 31.860 19.799 -14.359  0.101
C 38.487 31.043 1.478  -0.172
C 23.909 26.781 1.815  -0.186
C 28.853 17.897 -0.345  -0.115
H 24.833 16.660 0.632  0.119
O 27.364 23.918 -4.507  -0.182
H 30.839 36.059 -6.770  0.104
H 36.560 31.995 1.550  0.107
C 35.516 26.503 7.784  -0.190
C 24.348 29.090 1.285  -0.115
H 29.844 17.469 -0.499  0.081
H 21.139 19.829 -1.534  0.077
N 32.229 34.558 -5.951  -0.069
H 33.851 33.931 4.650  0.125
H 36.036 31.919 -1.819  0.080
H 29.548 33.258 -6.460  0.113
H 27.879 13.847 -8.684  0.108
H 21.849 18.994 -0.191  0.085
H 26.490 15.985 -9.958  0.115
H 21.878 15.514 -3.950  0.108
C 28.589 19.795 -14.542  -0.145
H 38.424 30.666 2.498  0.102
H 22.653 19.190 -1.750  0.075
C 30.374 24.723 -13.726  -0.290
N 23.029 20.812 -13.019  -0.079
C 35.860 25.596 8.862  -0.207
C 22.096 19.745 -15.110  -0.220
C 33.107 27.526 13.302  -0.154
H 41.043 30.699 1.055  0.114
H 32.168 32.509 4.081  0.119
C 29.830 25.640 -1.370  -0.253
H 28.735 18.823 -9.072  0.078
C 33.231 33.601 5.484  -0.238
C 31.256 35.623 -5.863  -0.218
H 21.643 25.162 -4.763  0.094
C 21.126 25.738 3.219  -0.160
H 19.396 15.979 -0.992  0.104
C 31.978 36.913 -5.345  -0.154
C 29.964 31.727 5.424  -0.119
H 20.448 17.475 -3.661  0.121
C 37.449 35.879 4.857  -0.137
C 27.116 15.876 -9.072  -0.153
H 19.507 25.836 6.887  0.086
C 29.284 30.710 -7.360  -0.077
C 28.648 17.785 -9.393  -0.111
N 22.540 25.947 3.719  -0.064
H 34.365 35.337 7.916  0.115
H 30.465 35.350 -5.165  0.117
H 34.744 26.881 10.252  0.104
H 26.469 16.869 -1.041  0.120
H 24.611 18.663 -16.818  0.089
H 31.845 13.908 -14.422  0.087
C 18.972 13.969 -0.794  -0.182
C 28.153 14.701 -9.303  -0.224
C 20.607 24.879 -4.948  -0.126
H 16.844 14.689 1.515  0.084
H 20.830 24.731 3.513  0.088
H 32.880 26.990 14.223  0.084
C 40.526 29.757 1.240  -0.248
H 23.193 26.618 1.009  0.109
H 26.075 22.423 -5.130  0.084
H 37.128 36.820 4.408  0.081
H 22.579 26.110 4.715  0.079
H 39.078 30.422 -0.208  0.095
O 34.165 26.155 7.243  -0.205
H 17.744 24.663 -7.853  0.114
H 23.406 24.250 -13.217  0.071
O 31.964 36.840 -3.836  -0.231
C 17.582 15.092 0.821  -0.149
H 30.846 24.672 -15.776  0.108
H 20.471 24.224 -5.809  0.076
H 21.467 27.011 -6.547  0.113
C 23.203 27.158 3.179  -0.197
H 28.379 17.923 -10.440  0.080
H 29.040 12.500 -10.049  0.130
O 30.932 24.431 -12.528  -0.211
C 25.254 12.375 4.120  -0.075
H 21.892 18.783 -14.638  0.120
H 33.732 24.993 12.969  0.122
O 24.586 12.093 2.843  -0.168
O 15.265 24.846 -7.434  -0.199
H 32.342 28.297 13.215  0.091
H 29.624 22.686 -15.031  0.091
H 31.407 37.789 -5.651  0.102
C 31.173 21.819 -14.052  -0.166
H 30.135 28.232 0.858  0.089
H 23.379 29.118 0.786  0.084
C 30.329 25.064 -11.362  -0.060
H 26.582 15.668 -8.145  0.111
N 33.203 34.644 6.481  -0.072
H 34.928 36.431 5.271  0.125
C 29.771 12.858 -12.026  -0.241
H 19.042 26.229 3.912  0.111
H 28.409 18.133 -1.312  0.082
H 30.565 12.785 -14.610  0.081
H 31.068 20.162 -15.712  0.115
H 22.425 15.530 -2.421  0.110
H 24.626 12.552 0.859  0.127
O 28.116 16.909 0.400  -0.183
C 31.924 33.147 4.931  -0.188
H 29.460 29.650 -7.177  0.086
H 33.794 32.781 5.931  0.123
H 35.829 36.429 6.740  0.106
H 21.288 19.839 -15.836  0.116
H 20.778 15.156 -0.528  0.122
C 26.705 17.082 0.002  -0.219
C 23.552 18.558 -16.581  -0.090
H 22.840 18.577 -17.406  0.083
H 35.409 24.179 11.220  0.116
C 25.808 16.331 0.990  -0.215
H 26.275 12.690 3.905  0.077
O 20.455 26.837 5.283  -0.223
H 32.140 24.167 -14.760  0.117
H 33.075 34.797 -5.454  0.099
H 21.140 21.101 -13.840  0.107

Its SMILES is COCCNCCOC.COCCNCCOC.COCCNCCOC.COCCNCCOC.COCCNCCOC.COCCNCCOC.COCCNCCOC.COCCNCCOC.COCCNCCOC.COCCNCCOC.COCCNCCOC.COCCNCCOC. Its net charge is 0. The energy above the lowest of the compared OMol25 structures with the same formula, charge and spin is 322.6 kcal per mole.